1.
{"formula": "C9H10BrClO2", "method": "ωB97M-V/def2-TZVPD", "symbols": ["C", "C", "C", "C", "C", "C", "C", "C", "C", "O", "O", "Cl", "Br", "H", "H", "H", "H", "H", "H", "H", "H", "H", "H"], "coordinates": [[-1.6900, 1.2712, 2.5846], [0.1988, 2.2873, -0.5873], [-1.5717, 0.3624, 1.8296], [1.3650, 1.3701, -0.4658], [-1.1391, -0.8288, 1.0961], [-0.5158, 2.6373, -1.6578], [1.4631, 0.1455, -1.0553], [-2.3384, -1.7454, 0.7623], [2.6605, -2.0213, -0.6677], [0.0061, -1.2119, 1.2223], [2.5653, -0.5801, -0.9465], [2.6016, 1.8726, 0.6345], [0.0904, -0.6672, -2.1355], [-2.0247, 1.9512, 3.2992], [-0.2564, 2.5013, 0.2845], [-0.1293, 2.5072, -2.6584], [-1.5013, 3.0492, -1.6880], [-3.3280, -1.4624, 1.2073], [-2.0042, -2.7576, 0.9845], [-2.4905, -1.8036, -0.2676], [2.6947, -2.6610, -1.4626], [1.6939, -2.2127, -0.1069], [3.6501, -2.0031, -0.2055]], "orbital_gap_ev": [4.965, 7.662], "relative_energy_ev": 3.799, "fmax_ev_per_a": 7.5, "spin_multiplicity": 3, "total_charge": 0, "e_tot_ev": -96146.3028, "lumo_energy_ev": [0.04, -1.92]}

2.
{"formula": "C25H37BHgN10", "method": "ωB97M-V/def2-TZVPD", "symbols": ["Hg", "C", "N", "C", "C", "C", "C", "C", "C", "C", "N", "C", "C", "C", "C", "C", "C", "N", "C", "C", "H", "H", "H", "H", "H", "H", "H", "H", "H", "H", "H", "H", "H", "H", "H", "H", "H", "H", "H", "H", "B", "N", "C", "C", "C", "N", "N", "C", "C", "C", "N", "H", "H", "H", "H", "H", "H", "H", "H", "C", "N", "C", "C", "N", "H", "H", "H", "H", "H", "H", "N", "H", "H", "H"], "coordinates": [[0.1774, 0.1406, -0.1211], [1.2249, -3.1414, 1.3822], [1.5478, -1.8277, 1.9176], [2.9665, -1.6861, 2.1347], [0.6705, -1.3072, 2.8884], [1.1289, -0.8988, 4.1353], [0.2666, -0.4101, 5.1143], [-1.0899, -0.3406, 4.8382], [-1.5634, -0.7131, 3.5892], [-0.7141, -1.1688, 2.5679], [-1.1318, -1.3957, 1.2850], [-2.3921, -1.8168, 0.9793], [-3.0181, -2.8539, 1.7060], [-4.2137, -3.4186, 1.3061], [-4.8513, -2.9778, 0.1532], [-4.2700, -1.9405, -0.5627], [-3.0726, -1.3543, -0.1727], [-2.5409, -0.2345, -0.8926], [-3.1046, 1.0043, -0.3756], [-2.6258, -0.3005, -2.3393], [1.6083, -3.9338, 2.0462], [1.6746, -3.2658, 0.3966], [0.1519, -3.2543, 1.2766], [3.3357, -2.3384, 2.9461], [3.2196, -0.6530, 2.3536], [3.4840, -1.9736, 1.2176], [2.1834, -0.9858, 4.3607], [0.6527, -0.1238, 6.0853], [-1.7835, 0.0190, 5.5901], [-2.6197, -0.6230, 3.3615], [-2.5142, -3.2223, 2.5919], [-4.6466, -4.2193, 1.8953], [-5.7802, -3.4236, -0.1781], [-4.7667, -1.5620, -1.4486], [-4.1969, 1.0417, -0.5225], [-2.6522, 1.8529, -0.8839], [-2.8950, 1.0807, 0.6932], [-3.6456, -0.1326, -2.7227], [-2.2821, -1.2759, -2.6796], [-1.9754, 0.4623, -2.7700], [0.5989, 1.9372, -3.6413], [-0.0208, 2.9432, -2.5967], [-0.4437, 4.1897, -2.8492], [-1.0486, 4.6906, -1.7107], [-0.9377, 3.6418, -0.7927], [-0.3148, 2.5982, -1.3318], [1.7446, 1.0965, -3.0167], [3.0592, 1.3369, -3.1306], [3.7565, 0.3202, -2.5085], [2.7491, -0.5219, -2.0303], [1.5425, -0.0574, -2.3465], [-0.2658, 1.1893, -4.0365], [1.0748, 2.6205, -4.5230], [-0.2867, 4.6301, -3.8195], [-1.5068, 5.6552, -1.5747], [-1.2906, 3.5862, 0.2255], [3.4051, 2.2147, -3.6506], [4.8226, 0.2115, -2.4106], [2.8369, -1.4439, -1.4753], [0.3415, 4.2308, 2.7266], [1.3096, 3.3143, 3.2976], [1.3651, 3.1861, 4.7425], [1.8213, 2.3498, 2.5466], [2.2377, 1.4871, 1.9011], [0.5845, 5.2559, 3.0156], [-0.6690, 3.9923, 3.0745], [0.3727, 4.1581, 1.6435], [1.7366, 4.1126, 5.1877], [2.0324, 2.3701, 5.0070], [0.3733, 2.9654, 5.1481], [-0.2361, -3.1819, -1.7105], [-0.9845, -3.4551, -2.3380], [0.2837, -2.4478, -2.1864], [-0.6800, -2.7329, -0.9117]], "orbital_gap_ev": [5.680, 6.234], "relative_energy_ev": 0.000, "fmax_ev_per_a": 0.5, "spin_multiplicity": 2, "total_charge": -1, "e_tot_ev": -46278.0484, "lumo_energy_ev": [2.61, 2.59]}

3.
{"formula": "C7H9F4O2P", "method": "ωB97M-V/def2-TZVPD", "symbols": ["C", "C", "C", "C", "C", "C", "C", "O", "O", "F", "F", "F", "F", "P", "H", "H", "H", "H", "H", "H", "H", "H", "H"], "coordinates": [[0.8673, -2.3269, 0.4315], [1.3759, -1.1121, 0.0269], [-0.3821, -2.6275, -0.0011], [2.9388, 1.5812, 0.6878], [2.8497, 0.6342, -0.5343], [-2.3077, -0.0224, -0.6197], [-2.3258, 0.8734, 0.5478], [-1.4238, -2.2440, -0.3230], [2.6126, -0.7878, -0.0822], [-1.3685, 0.5027, -1.5013], [-2.9807, 0.3133, 1.5795], [-2.9548, 2.0898, 0.4482], [-1.0994, 1.1609, 1.0002], [-3.9041, -0.4259, -1.4648], [1.6550, -3.0175, 0.7652], [0.6554, -0.2471, -0.1221], [2.8047, 2.6719, 0.2608], [2.0728, 1.2655, 1.3049], [3.8623, 1.5711, 1.1691], [3.8026, 0.4004, -1.0680], [2.0882, 0.9412, -1.2605], [-4.1543, -1.4528, -0.7173], [-4.6841, 0.2588, -0.5276]], "orbital_gap_ev": [6.143, 9.027], "relative_energy_ev": 3.744, "fmax_ev_per_a": 3.9, "spin_multiplicity": 1, "total_charge": 0, "e_tot_ev": -31652.7527, "lumo_energy_ev": [-0.50, 0.38]}

4.
{"formula": "C2H5N3", "method": "ωB97M-V/def2-TZVPD", "symbols": ["H", "N", "C", "N", "N", "C", "H", "H", "H", "H"], "coordinates": [[2.5816, 0.7312, 0.4290], [2.3723, -0.1767, 0.0260], [1.1379, -0.3070, -0.2163], [0.2090, 0.6577, 0.0359], [-1.1182, 0.5508, -0.2268], [-1.9889, -0.3432, 0.0933], [0.8700, -1.2639, -0.6336], [0.6181, 1.6070, 0.0262], [-1.6692, -1.1419, 0.7236], [-3.0125, -0.3140, -0.2574]], "orbital_gap_ev": 9.618, "relative_energy_ev": 1.972, "fmax_ev_per_a": 3.3, "spin_multiplicity": 1, "total_charge": 0, "smiles": "[H]/N=C\\NN=C", "e_tot_ev": -6622.9654, "lumo_energy_ev": 0.97}